A structure of composition C22H43Br2Cl37IInN, computed with wB97M-V/def2-TZVPD.

```
! RIJCOSX wB97M-V def2-TZVPD def2/J DEFGRID3
* xyz -1 1
I -0.95999 3.26402 2.15141
In -0.14460 1.70553 0.00116
Br 1.84944 -0.03853 -2.28581
Br 2.68753 1.30500 2.01486
Cl -5.25114 6.28831 2.88804
Cl -0.34077 6.25632 1.58953
Cl -5.97679 -3.56913 0.23798
Cl -6.08889 -6.44899 -0.29453
Cl -3.38143 5.40259 -1.11195
Cl -0.08520 -3.18306 4.69813
Cl -0.48621 -3.59702 0.18575
Cl -4.32850 -0.63112 4.68543
Cl 3.78207 -4.06928 4.93725
Cl 1.12838 4.96711 -5.96104
Cl 9.60139 -7.24888 3.29137
Cl 4.65371 -7.52177 -2.24667
Cl -3.28685 -4.17184 1.81202
Cl 2.90426 -5.34264 -3.13805
Cl -0.45687 2.99067 -2.04946
Cl -3.57609 3.87732 3.16762
Cl -6.52084 2.79970 -5.04301
Cl 2.87405 2.68462 -5.36402
Cl -0.51115 -0.94040 6.54237
Cl 1.81327 -9.40657 3.22524
Cl -7.72425 3.67645 -2.51369
Cl 6.68350 -7.17269 2.99026
Cl 4.80742 -4.60847 2.25139
Cl 6.64444 0.16082 -6.22599
Cl -0.10594 8.56243 -0.24062
Cl 2.41613 -3.78421 0.21424
Cl 1.55429 -6.84106 4.61899
Cl 4.35886 -1.46312 -5.40416
Cl -1.54613 -6.44938 2.48053
Cl -2.18888 11.15006 1.00606
Cl -4.00390 5.45963 -4.36509
Cl 6.67104 -1.79432 -2.49083
Cl 0.17026 12.68036 0.17101
Cl -2.09520 0.76050 3.32203
Cl 7.22179 0.96680 -1.67049
Cl -3.19624 2.78477 -5.29544
Cl -5.00825 7.83941 -1.31957
N -2.86662 0.38814 0.09592
C -2.61389 -0.69842 4.19187
C 1.25078 3.37413 -5.19375
C 1.51751 -8.60104 4.77112
C -5.15097 4.62987 3.53302
C 2.67121 0.30985 -0.59542
C -5.63295 -4.84903 -0.91609
C -4.94241 6.14119 -0.79262
C -1.57190 12.44464 -0.01999
C 4.92289 -0.18027 -6.47511
C -3.17666 -5.76361 2.56815
C 1.00510 -3.18564 -0.67180
C 6.92577 -0.12716 -3.02674
C 3.00331 -6.88315 -2.28417
C 3.94797 -5.26296 3.64471
C -2.69594 4.27182 -4.47711
C 8.23964 -6.72531 2.29017
C -1.46057 -0.03931 -0.04288
C -7.31111 4.11680 -4.17986
C 1.93906 0.96566 0.30104
C 0.33502 -2.46620 6.25540
C 4.04973 -0.21932 -0.41731
C -0.87554 7.90032 1.21593
H 1.10576 -2.10927 -0.76821
H -1.29523 -0.50243 -1.01724
H -0.63559 8.55166 2.04801
H 8.32520 -7.19461 1.31862
H -3.43695 -0.37772 0.43618
H 2.95916 -5.55647 3.32375
H 1.40129 -2.27624 6.26517
H 0.98178 -3.64777 -1.65095
H 0.06435 -3.16225 7.03938
H -1.88668 4.72024 -5.03876
H 0.54063 -8.89513 5.13370
H -2.01076 -0.80626 5.08320
H 1.03082 3.47075 -4.13761
H -1.77321 12.18704 -1.05229
H 4.11761 -1.24666 -0.76826
H -3.86035 -6.43064 2.05676
H -2.37008 4.01823 -3.47459
H -8.22308 4.37791 -4.70170
H 4.77546 -0.48463 -7.50341
H -1.14541 -0.67199 0.77588
H -6.63046 4.95869 -4.15158
H -5.70500 5.58822 -1.32983
H -5.12772 6.10718 0.27328
H -2.48729 -1.55808 3.54812
H 4.29006 -0.24760 0.64046
H 2.28850 -8.90090 5.46971
H -3.24141 0.64551 -0.80605
H -3.45039 -5.66375 3.61112
H -5.93620 4.03944 3.07689
H 4.35844 0.71758 -6.26181
H 2.67042 -6.72772 -1.26454
H 2.36938 -7.60000 -2.79011
H 6.04286 0.20837 -3.55237
H 4.80491 0.39001 -0.90770
H -1.94641 7.87496 1.04985
H 8.27241 -5.64665 2.19737
H 7.78722 -0.10669 -3.67824
H 4.48820 -6.11957 4.02599
H -4.56748 -4.85315 -1.11480
H -2.07380 13.36531 0.24899
H -5.29194 4.68025 4.60597
H -6.19030 -4.66173 -1.82481
H 0.54414 2.70568 -5.67030
*
```

The value obtained for the HOMO-LUMO gap is 6.552 eV. As for the highest occupied orbital energy: -5.1 eV.

These are the Löwdin partial charges, in e, on atoms 1 to 5: 0.322 0.072 0.718 0.653 0.505

=====

A structure of composition C22H43BrN2O5RhSi, computed with wB97M-V/def2-TZVPD.

```
! RIJCOSX wB97M-V def2-TZVPD def2/J DEFGRID3
* xyz 1 5
Rh -0.29250 -0.11220 -0.00101
Br -2.67787 -1.14247 -1.06507
Si -3.91144 -3.10738 -0.68886
O 3.36568 -1.20636 2.07181
O 0.50437 -2.35359 -0.82488
O 1.16623 0.42354 -1.40615
O 3.11965 0.69932 -0.34231
O 1.13604 -0.92452 1.68325
N -1.62561 0.30485 1.81586
N 0.39196 1.96517 0.77102
C -1.03931 1.38495 2.64351
C 2.60750 -1.48086 -1.16997
C -0.57300 2.50993 1.73394
C -1.90958 -4.86505 -1.70922
C -3.44872 -3.64687 1.09513
C 1.45532 -2.17334 -1.91347
C -1.93866 -3.59741 1.36362
C 2.60286 -2.27527 0.14523
C 2.29482 -1.28023 1.51054
C -4.11779 -2.73590 2.13447
C -3.09759 -3.55403 -3.41486
C 1.80077 -3.61161 -2.28865
C -3.28245 -4.27436 -2.06866
C 1.74700 -4.32065 -0.91613
C -5.71389 -2.49738 -0.89504
C -5.99353 -1.15409 -0.20225
C 2.31852 0.02879 -0.95852
C -6.67502 -3.55275 -0.31653
C -3.92765 -5.08828 1.34456
C -4.27539 -5.43426 -2.26098
C -6.05596 -2.29643 -2.37970
C 1.35879 -3.15596 0.00828
H -6.52882 -4.54153 -0.75249
H -5.20091 -2.84450 2.14628
H 3.51993 -2.79621 0.38562
H -1.75900 -3.84307 2.41563
H -0.18914 0.96286 3.18022
H -1.38676 -4.31467 0.76120
H -2.56556 0.54670 1.51551
H -2.29592 -2.81654 -3.36657
H -2.81712 -4.29726 -4.16677
H -3.85448 -6.14227 -2.98041
H 1.00703 -1.56105 -2.68673
H -1.75181 1.76182 3.37883
H -6.59081 -3.64206 0.76687
H -1.70840 -0.54872 2.35895
H -5.39784 -1.56649 -2.85550
H 2.69072 -4.77725 -0.62276
H -4.46743 -5.98334 -1.33779
H 0.55987 2.56769 -0.02688
H -5.23179 -5.09879 -2.66145
H -1.42386 2.90551 1.17545
H -3.75577 -3.00478 3.13154
H -3.71455 -5.35918 2.38291
H -4.99997 -5.20597 1.19101
H 0.85368 -3.42228 0.92907
H -6.01965 -3.22378 -2.94930
H -1.17898 -4.08008 -1.49805
H -3.41319 -5.80964 0.70971
H 1.30158 1.80194 1.19551
H -7.07730 -1.91271 -2.45206
H -5.38663 -0.35086 -0.62163
H 2.77101 -3.68496 -2.77691
H -1.54486 -5.44117 -2.56551
H 3.57566 -1.57218 -1.66090
H -1.95758 -5.54797 -0.86092
H -3.89051 -1.68064 1.96567
H 0.97584 -5.08986 -0.88360
H -5.83922 -1.18103 0.87265
H -3.99440 -3.05318 -3.76982
H 1.04836 -4.01053 -2.96669
H -7.04193 -0.89290 -0.37133
H -1.51819 -2.60850 1.17189
H -7.70234 -3.24905 -0.53591
H -0.15942 3.32697 2.32847
*
```

The value obtained for the HOMO-LUMO gap (spin up / spin down) is 9.486 / 6.415 eV. The expectation value of S² is 6.012. As for the highest occupied orbital energy (spin up / spin down): -11.6 / -12.4 eV. As for the energy above the lowest of the compared OMol25 structures with the same formula, charge and spin: 0.00 kJ/mol.

These are the Löwdin partial charges, in e, on atoms 1 to 5: 1.036 0.554 0.569 0.262 -0.170

=====

A cluster of 4 separate species, C22H43BrO5 in total, computed with wB97M-V/def2-TZVPD.

```
! RIJCOSX wB97M-V def2-TZVPD def2/J DEFGRID3
* xyz 0 1
Br 0.28024 -5.34141 -2.56021
O 1.80917 -2.29249 4.24378
O -0.76998 1.52301 -0.39428
O 1.32673 5.68188 0.13543
O -0.23480 -5.57715 0.99378
O -2.16013 -5.19673 -0.49492
C -0.84563 3.74425 0.52838
C -2.69135 -0.61686 -0.87843
C 0.64886 -0.59120 -2.44776
C -1.22729 -2.49382 -3.00121
C -2.57123 -2.42655 0.97327
C 1.24862 7.90195 1.05855
C -0.83212 2.90628 -0.74071
C -1.45114 -2.98114 -1.45136
C -4.27785 -0.88622 -1.04254
C 2.35517 -3.57837 4.53286
C -0.20974 -4.00092 -1.11776
C 2.44939 7.41848 -1.09382
C 1.26360 7.06422 -0.21031
C 3.84437 -3.57529 4.22530
C 0.35331 3.25805 -1.62556
C -2.59052 -4.16604 -1.47563
C -0.80079 -5.04763 -0.00041
C 2.26464 -1.29433 -0.09481
C 1.62365 -4.63262 3.71733
C 0.23825 -1.90015 -3.29943
C 1.60729 -0.92992 -1.17250
C -1.82646 -1.86749 -0.34821
H 1.72677 -4.43891 2.64447
H -4.59158 -1.98986 -1.03662
H -2.59193 0.20914 -0.06207
H -0.81151 -1.42468 0.02488
H 0.05689 3.56970 1.12238
H 1.29844 3.06600 -1.10759
H 2.42062 8.47056 -1.39015
H 0.39786 7.62859 1.68935
H -1.76316 3.06246 -1.29424
H 4.02527 -3.34421 3.17000
H -0.90942 4.80960 0.29721
H -3.60827 -2.88060 0.79142
H 0.55301 -4.61559 3.93954
H 1.18385 8.96853 0.82678
H -2.69707 -4.78015 -2.44367
H -1.98588 -1.66103 -3.30793
H 0.23183 -1.56338 -4.41770
H -0.21906 0.09640 -2.15065
H -1.88411 -3.12323 1.60822
H 1.10464 -2.64716 -3.20802
H 0.32599 4.30939 -1.92232
H 0.80066 -3.53571 -0.83964
H -1.43748 -3.35467 -3.75966
H -2.32434 -0.13427 -1.85066
H 0.05198 1.37468 0.09672
H 2.20045 -3.76560 5.59952
H 2.14772 5.53426 0.62654
H 2.15189 7.72774 1.65265
H 0.35590 2.63914 -2.52828
H 2.00906 -5.63358 3.92948
H -2.74798 -1.49627 1.65688
H 1.33004 0.04695 -3.14932
H 3.39448 7.22740 -0.57478
H 4.35588 -2.80484 4.80970
H -1.69704 3.47094 1.15923
H 4.29645 -4.54452 4.45256
H -4.92479 -0.35844 -0.22860
H 0.33284 7.21932 -0.76438
H -4.60151 -0.44157 -2.06305
H -3.63901 -3.91506 -1.08710
H 2.61842 -1.75201 0.90331
H 1.94111 -2.11755 3.30171
H 2.45409 6.80062 -1.99653
*
```

The value obtained for the HOMO-LUMO gap is 10.260 eV. As for the highest occupied orbital energy: -9.8 eV. The SMILES is C#CCCC[C@@]1([C@H](C)CC)COC(=O)[C@H]1Br.CC(C)O.CC(C)O.CC(C)O. As for the energy above the lowest of the compared OMol25 structures with the same formula, charge and spin: 256.82 kJ/mol.

These are the Löwdin partial charges, in e, on atoms 1 to 5: 0.733 -0.060 -0.104 -0.087 0.054

=====

A structure of composition C22H43N2OP3Sn, computed with wB97M-V/def2-TZVPD.

```
! RIJCOSX wB97M-V def2-TZVPD def2/J DEFGRID3
* xyz 4 1
Sn -0.47006 -0.00069 0.10006
P -2.07770 -1.61573 -1.16290
P 0.97266 -2.00948 1.40515
P -1.18224 0.80027 2.43792
O -0.53590 1.83948 -0.45458
N 1.35593 0.13650 -1.88697
N 4.31377 -1.85984 -3.76117
C 3.31996 -1.19356 -3.12153
C 1.03658 -0.46140 -3.03030
C 2.55464 0.16780 -1.29916
C -3.15414 3.49255 -2.27865
C 3.58169 -0.50757 -1.91015
C 2.01892 -1.16542 -3.67265
C 3.86990 1.99330 1.58218
C -2.92548 -0.92006 -2.59854
C -2.15703 2.54601 -2.14333
C 0.10961 1.82590 3.21195
C -2.66723 1.84139 2.37874
C -1.33116 2.78997 -1.02568
C 2.15831 -2.99459 0.43545
C 0.02666 -3.35586 2.21031
C -1.25287 -3.13367 -1.72630
C -2.36451 4.73752 -0.37575
C -3.26213 4.54434 -1.39212
C -1.55741 -0.44750 3.70424
C 3.58842 2.87640 0.61282
C -3.34135 -2.19898 -0.00336
C 2.05660 -1.48822 2.77842
C -1.31378 3.89307 -0.19084
H -4.11853 -2.71579 -0.58226
H -2.90870 -2.89972 0.72391
H 2.29728 -3.96280 0.94346
H 2.63156 -0.59741 2.50192
H 1.79089 -3.17278 -0.57896
H 3.12464 -2.48024 0.37386
H 2.66106 0.70945 -0.36658
H -2.84896 2.24952 3.38522
H -2.55856 2.67234 1.67241
H -3.53756 1.24640 2.07283
H -0.42895 -3.01649 3.14733
H -2.09596 -1.29506 3.26305
H -0.75819 -3.73688 1.54726
H 1.48144 -1.27431 3.68695
H 0.01975 -0.39686 -3.39062
H -2.00080 -3.75914 -2.23468
H -1.99993 1.67932 -2.81760
H 4.29296 1.00196 1.36176
H -0.37188 2.68991 3.69527
H -3.81232 3.36468 -3.10230
H -0.44203 -2.91053 -2.43117
H 4.56095 -0.53056 -1.44017
H 0.73423 -4.17083 2.42742
H 0.52396 0.66234 -1.45998
H 2.75468 -2.31797 2.97929
H 3.73798 2.23984 2.64451
H -2.40751 5.55389 0.30102
H -2.22207 -0.77145 -3.43068
H -4.05105 5.24113 -1.52633
H -3.39594 0.04243 -2.35182
H -3.70481 -1.62689 -2.91474
H -0.64178 -0.81459 4.18769
H -3.79667 -1.35928 0.53878
H 3.75617 2.64401 -0.44084
H 0.65170 1.24017 3.96943
H 3.23945 3.88910 0.84046
H -2.20003 0.03035 4.45834
H 1.79789 -1.71460 -4.58368
H 5.26624 -1.87231 -3.40957
H 4.13345 -2.31842 -4.64658
H 0.83703 2.18772 2.47389
H -0.52212 3.93664 0.56792
H -0.83962 -3.69818 -0.87869
*
```

The value obtained for the HOMO-LUMO gap is 4.349 eV. As for the highest occupied orbital energy: -18.6 eV. As for the energy above the lowest of the compared OMol25 structures with the same formula, charge and spin: 0.00 kJ/mol.

These are the Löwdin partial charges, in e, on atoms 1 to 5: 1.012 0.754 0.786 0.756 -0.367

=====

| no. | energy (eV) |
| --- | --- |
| 1 | -641694.3140 |
| 2 | -117652.5602 |
| 3 | -103785.1863 |
| 4 | -62195.1916 |